{
  "formula": "C13H26BrN4O4P",
  "method": "wB97M-V/def2-TZVPD",
  "e_tot_ev": -107376.5548,
  "spin_multiplicity": 1,
  "smiles": "N#C[C@H]([C@@H](C#N)CCCBr)P(=N)(O)O.COCCNCCOC",
  "largest_force_ev_per_a": 12.65,
  "elements": ["N", "C", "C", "C", "C", "N", "C", "C", "C", "Br", "P", "N", "O", "O", "H", "H", "H", "H", "H", "H", "H", "H", "H", "H", "H", "C", "O", "C", "C", "N", "C", "C", "O", "C", "H", "H", "H", "H", "H", "H", "H", "H", "H", "H", "H", "H", "H", "H", "H"],
  "xyz": [[3.744, 1.810, 6.644], [3.466, 1.328, 5.452], [2.946, 0.703, 3.989], [2.950, -0.917, 4.172], [2.629, -1.302, 5.740], [2.572, -1.665, 7.005], [1.962, -1.770, 3.199], [0.911, -0.912, 2.292], [-0.520, -0.603, 3.099], [-1.915, 0.085, 1.778], [4.311, 1.255, 2.724], [5.781, 0.616, 3.115], [4.512, 3.007, 2.834], [3.797, 0.873, 1.105], [1.905, 1.199, 3.800], [4.062, -1.281, 3.934], [1.307, -2.474, 3.904], [2.564, -2.513, 2.494], [1.344, 0.056, 1.794], [0.587, -1.621, 1.387], [-0.927, -1.567, 3.666], [-0.383, 0.285, 3.871], [6.400, 1.434, 3.312], [3.589, 3.413, 2.883], [4.014, -0.120, 1.004], [-4.682, 0.520, -5.263], [-3.358, 0.115, -5.587], [-2.379, 1.152, -5.428], [-1.520, 0.919, -4.174], [-2.284, 1.140, -2.943], [-1.657, 0.609, -1.728], [-1.289, -0.887, -1.682], [-2.411, -1.772, -1.613], [-3.074, -1.982, -2.854], [-5.371, -0.232, -5.661], [-4.830, 0.571, -4.184], [-4.928, 1.486, -5.720], [-2.833, 2.150, -5.433], [-1.726, 1.089, -6.304], [-0.664, 1.603, -4.191], [-1.138, -0.104, -4.231], [-3.202, 0.709, -3.038], [-2.357, 0.809, -0.909], [-0.756, 1.200, -1.520], [-0.737, -1.055, -0.748], [-0.609, -1.188, -2.483], [-2.377, -2.016, -3.698], [-3.832, -1.216, -3.001], [-3.596, -2.942, -2.804]],
  "forces_ev_per_a": [[-2.611, -4.556, -11.490], [1.486, 3.458, 7.962], [0.182, 0.910, 2.158], [0.603, -0.909, 0.709], [0.513, -2.616, 8.682], [0.332, 3.425, -12.175], [-1.079, -0.695, 0.034], [-1.335, -0.913, -0.605], [1.329, 0.257, 0.770], [1.147, -0.691, 1.221], [4.385, 1.054, -0.114], [-3.542, 1.678, -0.834], [-3.259, -3.101, -0.455], [0.572, -1.229, 3.169], [1.850, -1.144, 0.321], [-2.300, 0.898, 1.010], [1.474, 1.493, -1.583], [-1.055, 1.826, 1.574], [-0.794, -1.796, 1.135], [0.783, 1.543, 1.948], [0.819, 2.194, -1.489], [-0.370, -1.997, -1.571], [-0.535, -0.864, -0.193], [1.669, -0.375, -0.121], [-0.273, 2.138, 0.096], [0.140, -0.278, -0.311], [-0.175, 0.614, 0.114], [0.422, -0.416, 0.183], [-0.625, 0.227, -0.095], [-0.041, -0.329, -0.131], [-0.179, -0.075, -0.170], [-0.226, 0.027, 0.495], [0.419, 0.209, -0.297], [-0.024, -0.231, 0.373], [0.190, 0.065, 0.037], [-0.127, 0.165, 0.103], [0.033, -0.053, 0.113], [-0.082, -0.173, 0.162], [-0.018, 0.005, 0.065], [-0.056, -0.037, 0.001], [0.136, -0.060, -0.170], [0.320, 0.158, -0.019], [0.157, -0.068, -0.088], [0.006, -0.117, -0.030], [-0.166, 0.063, -0.129], [-0.109, 0.033, -0.217], [-0.077, 0.139, 0.049], [-0.049, 0.087, -0.308], [0.138, 0.057, 0.109]]
}